Record 1
Formula: C4H13N2O2
Source: the Open Molecules 2025 dataset
Level of theory: ωB97M-V with the def2-TZVPD basis set

Last column: Löwdin charge in e.
Geometry (Å):
O 0.18584 1.89902 -1.82784  0.01
O -3.16636 -0.77025 -0.01766  -0.06
N -0.46398 -1.71650 -0.38395  0.15
N 1.50760 -0.04031 0.07421  -0.07
C 0.21791 0.14406 0.82228  -0.29
C 2.00977 1.37611 -0.25635  -0.15
C -0.18587 -1.18886 1.07549  -0.19
C 1.29428 2.18935 -1.37440  -0.19
H 1.88539 2.09181 0.59753  0.12
H 0.55291 -1.87187 1.61312  0.14
H 3.07790 1.33069 -0.21262  0.10
H -3.63106 -0.53136 -0.86620  0.11
H 1.78985 3.08347 -1.84799  0.14
H -3.65097 -0.08634 0.45901  0.08
H 0.32335 0.76712 1.76873  0.15
H -0.45990 -2.76127 -0.55345  0.19
H 2.24332 -0.56304 0.74595  0.18
H -0.57026 0.56264 -0.02354  0.17
H -1.59417 -1.52901 -0.39531  0.16
H -0.05759 -1.14246 -1.04101  0.08
H -1.30795 -1.24297 1.64403  0.19

## Properties
gap between HOMO and LUMO: 10.1924 eV
electronic energy: -419.86340 hartree
HOMO: -13.2 eV
relative energy (zero: lowest compared OMol25 entry of this formula, charge and spin): 425.4 kJ/mol
multiplicity: 1
total charge: +1



Record 2
Formula: C5H13N2O2S
Source: the Open Molecules 2025 dataset
Level of theory: ωB97M-V with the def2-TZVPD basis set

Last column: Löwdin charge in e.
Geometry (Å):
S -1.57112 0.68103 -0.23467  0.66
O -1.25194 0.85245 1.15440  -0.34
O -1.15389 1.73067 -1.09694  -0.30
N 1.00877 -0.34971 -0.39887  0.08
N 2.23972 0.78538 1.07451  0.05
C -0.79999 -1.93919 0.23252  -0.09
C -0.31342 -0.89426 -0.69710  -0.30
C 1.17138 0.05582 0.87686  -0.08
C -3.22501 0.18615 -0.53439  -0.12
C 3.21777 1.12984 0.02986  0.00
H -3.54728 1.13759 -1.06252  0.11
H 0.44723 -0.23919 1.59556  0.14
H -0.03402 -2.45464 0.82870  0.10
H 2.42455 1.12551 2.00187  0.16
H -3.31238 -0.60797 -1.21757  0.06
H -1.54465 -1.37706 0.93618  0.10
H 2.60432 1.70543 -0.63249  0.10
H 3.82923 0.33239 -0.33648  0.11
H -1.28777 -2.79640 -0.30717  0.11
H -0.46916 -0.88822 -1.76914  0.13
H -3.80536 0.00668 0.34258  0.08
H 1.56352 -0.11466 -1.19793  0.14
H 3.80951 1.93235 0.41223  0.10

## Properties
gap between HOMO and LUMO: 10.1342 eV
electronic energy: -856.18759 hartree
SMILES string: CN/C=[NH+]/[C@@H](C)S(C)(=O)=O
HOMO: -13.4 eV
relative energy (zero: lowest compared OMol25 entry of this formula, charge and spin): 0.0 kJ/mol
multiplicity: 1
total charge: +1



Record 3
Formula: C3H8Si
Source: the Open Molecules 2025 dataset
Level of theory: ωB97M-V with the def2-TZVPD basis set

Last column: Löwdin charge in e.
Geometry (Å):
Si 1.32121 -0.07600 -0.32826  0.49
C -1.21456 -0.44304 1.09425  -0.20
C 0.64977 0.58547 -1.93190  -0.17
C 0.14080 0.30436 1.07881  -0.26
H 0.13889 1.50629 -1.80401  -0.04
H 1.49524 -1.58020 -0.65040  -0.02
H -1.71509 -0.48057 2.02750  0.03
H 0.03006 -0.15542 -2.58659  0.02
H -1.88026 0.08972 0.31091  0.09
H -0.00160 1.26022 1.59221  0.04
H -1.08412 -1.47813 0.61876  0.07
H 2.41288 0.85542 -0.17864  -0.06

## Properties
gap between HOMO and LUMO (alpha / beta): 7.9445 / 8.7664 eV
electronic energy: -408.42825 hartree
HOMO (alpha / beta): -8.5 / -9.1 eV
relative energy (zero: lowest compared OMol25 entry of this formula, charge and spin): 297.9 kJ/mol
multiplicity: 1



Record 4
Formula: C3H4O3
Source: the Open Molecules 2025 dataset
Level of theory: ωB97M-V with the def2-TZVPD basis set

Last column: Löwdin charge in e.
Geometry (Å):
O -0.93126 -0.88171 -0.59595  -0.17
O 1.44238 0.34432 -1.36300  0.19
O 1.57700 -1.30589 0.19275  0.16
C 0.10856 0.83075 0.05127  0.16
C -1.20244 0.23851 0.09946  -0.37
C 1.02409 -0.24118 -0.36568  -0.55
H 0.42902 1.83510 0.31161  0.14
H 0.86329 -1.82438 0.59851  0.14
H -2.09034 0.82447 -0.17549  0.14
H -1.22031 0.18002 1.24651  0.17

## Properties
gap between HOMO and LUMO (alpha / beta): 7.8045 / 7.8054 eV
electronic energy: -342.26771 hartree
HOMO (alpha / beta): -9.2 / -9.2 eV
relative energy (zero: lowest compared OMol25 entry of this formula, charge and spin): 494.2 kJ/mol
multiplicity: 1



Record 5
Formula: C37H61AgN2O18
Source: the Open Molecules 2025 dataset
Level of theory: ωB97M-V with the def2-TZVPD basis set

Last column: Löwdin spin population.
Geometry (Å):
Ag -0.73691 1.29644 -3.41625  0.00
O 2.51205 3.81214 -1.75515  0.00
O -1.60662 0.48541 0.25801  0.00
O -4.55817 3.28929 3.93224  0.00
O -5.88037 -1.83176 -4.03907  0.00
O -3.21772 -3.45195 2.71840  0.00
O -1.59548 -0.45177 -4.54209  0.00
O -4.38778 1.15491 3.40922  0.00
O -3.27216 4.49585 -1.54858  0.00
O 3.88024 -3.05269 -3.26421  0.00
O 1.00822 2.20457 -2.28989  0.00
O -1.54169 3.01515 -1.64085  0.00
O 0.39793 -0.17927 -0.28092  0.01
O -1.14984 -0.28366 -1.65806  0.00
O -4.28051 -3.14228 -2.99781  0.00
O -2.00873 -3.95429 0.82186  0.00
O -0.48838 -1.97568 -5.88616  0.00
O 4.95837 -2.16688 -1.50064  0.00
O 1.49094 -0.31518 2.12165  0.12
N 2.52500 0.62149 2.27169  0.61
N -0.77016 0.05286 -0.51925  0.00
C 4.30614 -0.86838 1.41493  0.02
C 4.54465 2.26058 3.58015  0.00
C -1.60535 -1.41062 -5.35647  0.00
C 2.03935 1.90131 2.88574  0.05
C 4.97478 1.06890 2.70268  0.00
C -3.35106 0.21600 3.23353  0.00
C 1.03068 2.55624 1.99812  0.01
C 2.49007 -3.23964 -3.73651  0.00
C 1.41189 1.69207 4.33662  0.05
C 1.66103 -2.75844 -2.57207  0.00
C 4.31200 2.47227 -1.24064  0.00
C -2.89965 -2.08988 -5.81738  0.00
C -3.29701 -3.06934 -1.94696  0.00
C -0.88281 -3.05301 -6.71311  0.00
C 3.23754 2.88534 2.97644  0.00
C 2.09854 2.54680 -1.83982  0.00
C 0.11361 -3.44536 1.62031  0.00
C -5.11625 -2.07709 -3.05498  0.00
C 3.84598 0.02475 2.61336  0.05
C -3.95156 -2.09598 -0.95800  0.00
C -2.28577 0.62506 4.19255  0.00
C -2.40315 -2.73468 -7.11225  0.00
C -0.68085 -3.74021 0.30016  0.00
C 3.98075 -2.62028 -2.02557  0.00
C -3.80967 2.29179 3.81355  0.00
C -2.34596 2.11962 4.20780  0.00
C -2.15932 -3.38835 2.04416  0.00
C -4.20101 3.89648 0.55134  0.00
C 3.79066 3.93638 -1.21776  0.00
C -4.26182 4.83731 -0.59093  0.00
C -4.83759 -1.19343 -1.80367  0.00
C 3.10056 1.56803 -1.22623  0.01
C -2.45846 3.58151 -0.98758  0.00
C -0.81628 -2.76377 2.57263  0.00
C 3.90334 -0.76885 3.94778  0.04
C -2.75868 3.46765 0.48183  0.00
C 2.60710 -2.69986 -1.34772  0.00
H -2.95812 -3.66240 -7.25170  0.00
H -0.25094 -2.95044 -7.59534  0.00
H -2.14140 4.15848 1.05613  0.00
H 0.62539 -4.33876 1.97810  0.00
H -4.84092 3.03941 0.34148  0.00
H 5.36493 2.97481 3.65176  0.00
H 3.75467 -0.21103 4.87235  0.00
H -1.82519 2.67152 3.42530  0.00
H 4.44674 4.52962 -1.85472  0.00
H -4.50247 -2.62279 -0.17886  0.00
H 0.85128 -2.67440 1.39767  0.00
H 2.14410 1.44757 5.10616  0.00
H -4.22618 -0.34749 -2.11778  0.00
H -2.57427 0.11571 5.11202  0.00
H 5.90054 0.71719 3.15806  0.00
H -0.67103 -4.00605 -6.22838  0.00
H -3.56288 -1.24432 -5.99972  0.00
H 2.39812 -1.78017 -0.80130  0.00
H 5.30256 1.42266 1.72518  0.00
H -4.48770 4.45977 1.43938  0.00
H 0.87668 -3.45485 -2.27557  0.00
H -2.15264 2.52865 5.19947  0.00
H -5.26867 4.82132 -1.00820  0.00
H 2.62789 1.32355 -0.27495  0.00
H -3.11836 -4.10439 -1.65567  0.00
H -0.78665 -2.96061 3.64430  0.00
H -1.02991 -1.71579 2.36240  0.00
H -1.28044 0.39270 3.84121  0.00
H -2.43129 -2.07235 -7.97748  0.00
H 2.64643 -3.59711 -0.73007  0.00
H -0.84747 -2.82321 -0.26505  0.00
H -3.11698 -2.81162 -5.03000  0.00
H -3.68377 -0.82004 3.29703  0.00
H 0.73638 3.55962 2.30592  0.00
H -2.35853 -2.70718 -2.36673  0.00
H 3.04410 -1.43811 3.90409  0.00
H -5.72463 -0.85253 -1.26978  0.00
H 0.69827 0.87358 4.24220  0.00
H -2.59244 2.48158 0.91557  0.00
H 4.40177 1.95111 4.61548  0.00
H 3.30226 0.69304 -1.84414  0.00
H 5.19734 -1.43763 1.67912  0.00
H 0.11680 1.98410 2.15810  0.00
H 2.34339 -2.48933 -4.51344  0.00
H 2.87982 3.67844 3.63305  0.00
H 3.83186 4.39330 -0.22901  0.00
H -0.30569 -4.45310 -0.43411  0.00
H 5.04581 2.19384 -1.99702  0.00
H -3.15911 -1.63546 -0.36805  0.00
H 1.20780 -0.18522 1.21360  0.01
H 4.75558 -1.44333 4.03061  0.00
H 4.76694 2.33710 -0.25939  0.00
H 1.23866 2.54732 0.92819  0.00
H -2.95616 0.31851 2.22276  0.00
H 0.96539 2.66484 4.54264  0.01
H 3.60858 -1.66050 1.14277  0.00
H 4.35655 -0.30431 0.48359  0.00
H -4.09142 5.84693 -0.21713  0.00
H 1.15010 -1.85137 -2.89496  0.00
H 3.44997 3.23566 1.96637  0.00
H 2.30394 -4.25924 -4.07394  0.00

## Properties
gap between HOMO and LUMO (alpha / beta): 9.7871 / 5.2501 eV
electronic energy: -3056.80515 hartree
HOMO (alpha / beta): -11.7 / -11.7 eV
multiplicity: 2
<S²>: 0.754
total charge: +1



Record 6
Formula: C4H6S
Source: the Open Molecules 2025 dataset
Level of theory: ωB97M-V with the def2-TZVPD basis set

Last column: Löwdin charge in e.
Geometry (Å):
S -2.45268 -0.73417 -0.11369  0.71
C -0.98162 -0.10554 0.15304  -0.82
C 1.42576 -0.77175 -0.15631  0.00
C -0.57580 1.35902 0.03333  -0.11
C 0.19430 -1.06681 0.25339  -0.23
H 2.04963 -1.71336 -0.40721  0.10
H -0.10434 -1.98254 0.80040  0.10
H 1.77495 0.04304 -0.69529  0.03
H 0.58357 1.38548 -0.02196  0.09
H -1.03371 1.71102 -0.82084  0.04
H -0.88007 1.87562 0.97515  0.10

## Properties
gap between HOMO and LUMO: 8.2199 eV
electronic energy: -554.12559 hartree
SMILES string: C=CC(C)=S
HOMO: -8.7 eV
relative energy (zero: lowest compared OMol25 entry of this formula, charge and spin): 122.3 kJ/mol
multiplicity: 1



Record 7
Formula: C6H11CuNO2
Source: the Open Molecules 2025 dataset
Level of theory: ωB97M-V with the def2-TZVPD basis set

Last column: Löwdin charge in e.
Geometry (Å):
Cu 0.34599 2.26286 -3.34997  0.86
O -2.15242 -0.27560 -1.38493  0.12
O -0.69917 -2.13137 1.90900  -0.09
N -1.26767 1.86473 -0.90371  0.01
C -0.53922 2.14252 0.39424  -0.15
C 0.30608 -0.11252 -0.58893  -0.20
C 0.56550 -1.64814 -0.26069  -0.13
C -1.17088 0.36489 -0.99617  -0.35
C 0.65401 1.03365 0.46444  -0.12
C 0.62270 -2.02775 1.28590  -0.24
H 0.89048 0.02374 -1.57889  0.13
H -0.67155 2.35419 -1.61163  0.04
H 1.72211 1.44576 0.51659  0.13
H 1.58329 -1.93968 -0.70741  0.13
H 1.05447 -3.09664 1.33499  0.13
H 0.50579 0.65904 1.54121  0.12
H -1.35723 1.94745 1.16690  0.14
H -1.28542 -2.35931 1.15705  0.09
H 1.34089 -1.38935 1.90590  0.13
H -0.19527 -2.35605 -0.75736  0.14
H -0.25248 3.23758 0.46349  0.13

## Properties
gap between HOMO and LUMO: 5.4667 eV
electronic energy: -2080.51080 hartree
HOMO: -13.0 eV
multiplicity: 1
total charge: +1



Record 8
Formula: C6H15N2PS2
Source: the Open Molecules 2025 dataset
Level of theory: ωB97M-V with the def2-TZVPD basis set

Last column: Löwdin charge in e.
Geometry (Å):
S -2.68017 1.35602 0.07743  0.81
S 2.87074 0.98469 -0.28256  0.81
P 0.18713 1.96062 -0.02803  0.82
N 1.26600 0.73007 -0.47263  -0.74
N -1.07965 0.89020 -0.18254  -0.72
C -2.94323 0.25132 1.50177  -0.37
C 0.71914 -0.53677 -0.95263  -0.39
C 3.06831 1.02664 1.59794  -0.29
C -0.73117 -0.25594 -1.15410  -0.37
C 1.03218 -1.47452 0.20519  -0.05
C -1.16738 0.28364 -2.51872  -0.06
H 3.18504 0.09464 1.94125  -0.03
H -2.00860 -0.29946 1.72888  0.04
H -3.69910 -0.43730 1.28757  -0.01
H -0.33698 0.89586 -2.72011  0.05
H 0.26142 -1.42763 0.99661  0.09
H 2.01195 -1.36354 0.51104  0.02
H -1.13356 -0.60835 -3.30347  0.13
H 0.16016 2.67338 -1.17893  -0.09
H -1.30601 -1.06528 -0.95958  0.10
H 2.26923 1.53764 1.88991  -0.05
H -2.08845 0.70740 -2.55807  0.01
H 1.09857 -0.96854 -1.83404  0.13
H 0.90245 -2.51149 -0.00979  0.07
H -3.28609 0.86062 2.35767  0.03
H 4.06931 1.46616 1.71006  0.05

## Properties
gap between HOMO and LUMO: 8.7449 eV
electronic energy: -1484.75819 hartree
SMILES string: CSN1PN(SC)[C@@H](C)[C@@H]1C
HOMO: -7.9 eV
relative energy (zero: lowest compared OMol25 entry of this formula, charge and spin): 359.6 kJ/mol
multiplicity: 1